87
Properties=species:S:1:pos:R:3:forces:R:3:lowdin_spin:R:1 method="wB97M-V/def2-TZVPD" gap_ev="5.995 / 5.180" spin_multiplicity=2 total_charge=+1 homo_energy_ha="-0.3536 / -0.3536" de_lowest_ev=0.000 s_squared=0.776
Ru -2.09462 0.75032 -1.85634 0.0 0.5 -0.1 0.743
Se 5.09144 0.52765 -2.33460 0.0 0.1 0.0 0.001
P 3.66290 0.18939 -0.86126 0.0 -0.1 0.2 0.000
C 3.48224 -1.56721 -0.41812 0.0 0.0 -0.1 0.000
C 4.65130 -2.27873 -0.14304 0.1 0.0 0.0 0.000
C 4.59781 -3.63131 0.14885 0.0 0.0 0.0 0.000
C 3.37941 -4.29872 0.13461 0.0 0.0 0.0 0.000
C 2.21887 -3.60578 -0.17144 0.0 0.0 0.0 0.000
C 2.26817 -2.24522 -0.44296 0.0 0.0 0.1 0.000
C 3.99797 1.08885 0.68153 0.0 0.0 0.0 0.000
C 3.68543 2.44371 0.74510 0.0 0.0 0.0 0.000
C 4.01140 3.18537 1.87056 0.0 0.0 0.0 0.000
C 4.67015 2.58336 2.93297 0.0 0.0 0.0 0.000
C 5.01230 1.23903 2.86296 0.0 0.0 0.0 0.000
C 4.67823 0.49462 1.74216 -0.1 -0.1 0.0 0.000
C 1.97628 0.71008 -1.33276 0.0 0.2 0.1 0.003
C 0.73462 0.87809 -0.71344 -0.1 -0.1 -0.2 0.003
N -0.12683 1.17208 -1.73047 0.1 -0.6 0.7 0.002
N 0.53374 1.20846 -2.87053 -0.1 0.1 -0.1 0.002
N 1.78791 0.94152 -2.65182 0.1 0.0 -0.1 0.004
P -0.01921 0.89333 0.91100 0.2 0.0 -0.1 0.003
Se -2.19417 0.92689 0.54394 -0.1 0.2 -0.2 0.023
C 0.46235 2.40384 1.74579 0.0 -0.1 0.1 0.001
C 0.46105 2.47542 3.13642 0.0 0.0 0.0 0.000
C 0.72458 3.68644 3.75847 0.0 0.0 0.0 0.000
C 0.96993 4.82008 2.99669 0.0 0.0 0.0 0.000
C 0.95392 4.75009 1.60911 0.0 0.0 0.0 0.000
C 0.70191 3.54348 0.98054 -0.1 0.1 0.0 0.000
C 0.38709 -0.54383 1.89997 0.1 0.1 -0.1 0.003
C -0.41980 -1.67957 1.84039 0.0 0.0 -0.1 0.002
C -0.04558 -2.81674 2.53595 0.0 0.0 0.0 0.000
C 1.12890 -2.82558 3.27668 0.0 0.0 0.0 0.000
C 1.92792 -1.69224 3.33866 0.0 0.0 0.0 0.000
C 1.55573 -0.54549 2.65765 0.0 0.0 0.0 0.000
H 5.61036 -1.77712 -0.19843 0.0 0.0 0.0 0.000
H 5.51148 -4.17017 0.36166 0.0 0.0 0.0 0.000
H 3.34111 -5.36013 0.34272 0.0 0.0 0.0 0.000
H 1.26667 -4.12057 -0.20982 0.0 0.0 0.0 0.000
H 1.35016 -1.72978 -0.69147 0.0 0.0 0.0 0.001
H 3.19840 2.92466 -0.09560 0.0 0.0 0.0 0.000
H 3.76142 4.23708 1.91273 0.0 0.0 0.0 0.000
H 4.93146 3.16408 3.80786 0.0 0.0 0.0 0.000
H 5.54318 0.76985 3.68127 0.0 0.0 0.0 0.000
H 4.93560 -0.55538 1.70553 0.0 0.0 0.0 0.000
H 0.26088 1.59514 3.73365 0.0 0.0 0.0 0.000
H 0.73435 3.74355 4.83843 0.0 0.0 0.0 0.000
H 1.17400 5.76317 3.48615 0.0 0.0 0.0 0.000
H 1.14506 5.63519 1.01729 0.0 0.0 0.0 0.000
H 0.69588 3.48735 -0.10277 0.0 0.0 0.0 0.000
H -1.32576 -1.67760 1.24542 0.0 0.0 0.0 0.001
H -0.66998 -3.69916 2.49360 0.0 0.0 0.0 0.000
H 1.42169 -3.71963 3.81133 0.0 0.0 0.0 0.000
H 2.84034 -1.69686 3.92014 0.0 0.0 0.0 0.000
H 2.17165 0.34002 2.71771 0.1 0.0 0.0 0.000
C -5.87888 -0.21946 -2.35953 0.0 0.1 0.0 0.004
Se -4.47254 1.03251 -2.83260 0.0 -0.5 0.3 0.000
C -5.02198 2.60514 -1.81402 0.1 -0.1 0.0 -0.002
C -4.19135 3.77229 -2.30901 0.0 0.1 0.0 0.001
Se -2.26841 3.34782 -2.36245 -0.1 0.0 -0.1 0.025
C -2.00207 3.28529 -4.28729 0.1 0.1 -0.1 0.001
H -5.90950 -0.37599 -1.28832 0.0 0.0 0.0 0.000
H -5.64975 -1.15510 -2.86314 0.0 0.0 0.0 0.000
H -6.81769 0.18317 -2.73148 0.0 0.0 0.0 0.000
H -4.83517 2.40316 -0.75947 0.0 0.0 0.0 0.000
H -6.08835 2.76576 -1.96883 0.0 0.0 -0.1 0.000
H -4.30119 4.62674 -1.64360 0.0 0.0 0.0 0.000
H -4.47781 4.07867 -3.31340 0.0 0.0 0.0 0.000
H -2.02249 4.29209 -4.69353 0.0 0.0 0.0 0.000
H -2.75806 2.65963 -4.75412 0.0 0.0 0.0 0.000
H -1.01879 2.83986 -4.42946 0.0 0.0 0.0 0.000
C -4.30547 -4.17051 0.19461 0.1 0.0 0.0 -0.007
C -4.58537 -2.80376 0.36302 0.0 0.0 0.0 0.021
C -3.84472 -1.85490 -0.29283 -0.1 0.1 0.1 -0.005
C -2.77527 -2.20103 -1.14519 0.1 0.0 -0.1 0.011
C -1.95502 -1.23185 -1.83297 -0.1 -0.3 -0.1 -0.017
C -0.91999 -1.71152 -2.62741 0.0 0.3 0.0 0.082
C -0.64993 -3.08187 -2.78358 0.0 -0.2 0.0 -0.005
C -1.42348 -3.99981 -2.13488 0.0 0.0 0.0 0.079
C -2.49607 -3.58502 -1.30259 0.1 0.0 0.0 -0.001
C -3.27926 -4.54851 -0.62660 -0.1 0.0 0.1 0.018
H -4.89908 -4.91285 0.71059 0.0 0.0 0.0 -0.001
H -5.39095 -2.49898 1.01913 0.0 0.0 0.0 0.001
H -4.08930 -0.81058 -0.15085 0.1 -0.1 0.0 0.000
H -0.27877 -1.01361 -3.15699 0.0 0.0 0.0 0.003
H 0.17516 -3.39458 -3.41001 0.0 0.0 0.0 -0.002
H -1.23178 -5.06067 -2.24308 0.0 0.0 0.0 0.004
H -3.04799 -5.59691 -0.77076 0.0 0.0 0.0 0.001